Computed, not measured: a 2-piece molecular cluster, C4H5N3 overall, with ωB97M-V/def2-TZVPD.

```
12
Properties=species:S:1:pos:R:3:mulliken_charge:R:1
N 1.629 2.474 -0.122 -0.60
C 0.241 -0.526 -0.963 -0.48
C -0.353 -1.629 -1.189 0.52
N -1.157 -2.522 -0.810 -0.46
C -1.573 -2.071 0.425 -0.13
N -1.159 -0.950 0.981 -0.48
C -0.273 -0.178 0.323 0.02
H 0.980 3.236 -0.159 0.18
H 2.320 2.448 0.601 0.18
H 1.568 1.729 -0.791 0.25
H -2.287 -2.698 0.952 0.37
H 0.052 0.748 0.810 0.62
```

Summary:
LUMO energy (eV): -0.206
E_HOMO (eV): -9.378
SMILES: C1=C=NC=NC=1.N

---

Computed, not measured: one molecule with the formula C4H11NS, with ωB97M-V/def2-TZVPD.

```
17
Properties=species:S:1:pos:R:3:mulliken_charge:R:1
C -1.080 1.414 -1.042 -0.85
C -0.334 1.608 0.255 -0.32
S 1.410 1.566 0.278 -0.16
H -1.196 2.381 -1.584 0.32
H -0.524 0.643 -1.576 0.26
H -2.081 0.870 -0.839 0.21
H -0.693 2.390 0.909 0.41
H -0.568 0.657 0.875 0.02
C -0.727 -1.780 0.035 -0.67
C 1.809 -0.151 0.786 -0.37
N 0.672 -1.135 0.395 -0.44
H -0.891 -1.725 -1.118 0.20
H -0.511 -2.745 0.377 0.34
H -1.568 -1.290 0.523 0.29
H 2.768 -0.462 0.175 0.24
H 2.270 -0.475 1.750 0.36
H 1.243 -1.765 -0.197 0.15
```

Summary:
LUMO energy (eV): 0.834
E_HOMO (eV): -8.247
SMILES: CCSCNC

---

Computed, not measured: C49H48ClHfN3O2P2 as an isolated structure, with ωB97M-V/def2-TZVPD.

```
106
Properties=species:S:1:pos:R:3:mulliken_charge:R:1
Hf -1.243 0.917 -0.851 1.28
C -1.682 1.984 2.194 -1.05
N -1.352 2.461 0.832 0.84
C -2.242 3.621 0.552 -1.15
C 0.073 2.878 0.655 0.79
C 0.672 3.784 1.760 -0.97
C 1.892 4.637 1.353 -0.68
C 2.382 4.454 -0.094 -0.85
C 1.380 4.023 -1.103 -1.47
C 0.311 3.284 -0.795 0.12
N -0.562 2.612 -1.675 0.65
C -0.407 2.689 -3.068 -0.03
C -0.023 3.819 -3.791 -0.40
C 0.223 3.742 -5.152 -0.78
C 0.079 2.538 -5.825 -1.13
C -0.444 1.446 -5.151 -0.37
C -0.708 1.526 -3.794 0.50
N -1.510 0.510 -3.091 0.60
C -1.231 -0.865 -3.560 -1.25
C -2.927 0.849 -3.407 -1.10
H -1.614 2.792 2.924 0.47
H -1.026 1.177 2.520 0.35
H -2.708 1.618 2.196 0.34
H -1.973 4.466 1.189 0.44
H -3.271 3.346 0.765 0.51
H -2.168 3.929 -0.485 0.27
H -0.024 4.269 2.439 0.76
H 1.916 5.649 1.746 0.39
H 2.935 5.318 -0.454 0.69
H 1.639 4.202 -2.135 0.80
H 0.046 4.774 -3.290 0.72
H 0.537 4.629 -5.684 0.46
H 0.314 2.463 -6.877 0.50
H -0.649 0.539 -5.704 0.39
H -1.527 -0.992 -4.602 0.62
H -1.794 -1.580 -2.968 -0.05
H -0.169 -1.075 -3.472 0.73
H -3.082 0.844 -4.487 0.53
H -3.154 1.851 -3.044 0.34
H -3.607 0.121 -2.967 0.34
C 1.867 -1.476 0.383 -1.87
C 0.824 -2.259 1.216 -0.49
P 0.630 -1.549 2.940 0.86
C -0.787 -2.572 3.531 0.21
C -2.058 -2.202 3.087 0.25
C -3.182 -2.912 3.478 -0.67
C -3.053 -3.992 4.340 -0.69
C -1.802 -4.338 4.825 -0.77
C -0.675 -3.628 4.430 -0.62
C 2.066 -2.282 3.804 0.62
C 2.668 -1.500 4.789 -0.73
C 3.681 -2.017 5.583 -0.61
C 4.115 -3.320 5.392 -0.55
C 3.549 -4.094 4.387 -0.62
C 2.531 -3.582 3.599 -0.24
P 1.307 -0.138 -0.823 2.34
C 2.045 1.314 -0.012 -0.62
C 3.169 1.989 -0.243 -1.09
C 3.394 3.315 0.398 -0.52
C 2.852 3.515 1.833 -0.52
C 1.634 2.647 2.198 -0.71
C 1.090 1.746 1.070 -0.26
C 2.194 -0.677 -2.323 0.68
C 1.959 -2.006 -2.700 -0.94
C 2.618 -2.555 -3.785 -0.64
C 3.509 -1.780 -4.517 -0.78
C 3.708 -0.452 -4.177 -0.93
C 3.042 0.108 -3.095 -0.56
H 2.436 -2.174 -0.228 1.15
H 2.588 -0.991 1.044 0.63
H 1.145 -3.296 1.305 0.98
H -0.152 -2.269 0.742 -0.76
H -2.159 -1.350 2.424 0.00
H -4.166 -2.617 3.132 0.49
H -3.930 -4.550 4.641 0.41
H -1.702 -5.160 5.521 0.43
H 0.292 -3.904 4.825 0.40
H 2.333 -0.480 4.941 0.32
H 4.135 -1.405 6.351 0.43
H 4.888 -3.734 6.025 0.40
H 3.897 -5.105 4.221 0.42
H 2.095 -4.213 2.835 0.30
H 3.902 1.639 -0.958 0.77
H 4.427 3.638 0.289 0.73
H 3.593 3.655 2.614 0.49
H 1.619 2.208 3.193 0.72
H 0.611 0.846 1.477 -0.50
H 1.265 -2.615 -2.129 0.35
H 2.445 -3.589 -4.054 0.47
H 4.040 -2.212 -5.354 0.42
H 4.387 0.155 -4.760 0.47
H 3.190 1.153 -2.864 0.38
Cl -6.589 -4.285 -0.722 -0.16
C -5.193 -3.285 -0.673 -0.08
C -3.917 -3.877 -0.692 -0.71
C -2.778 -3.109 -0.669 -0.37
C -2.852 -1.711 -0.624 0.04
O -1.754 -0.983 -0.598 0.18
C -4.144 -1.114 -0.584 1.25
C -4.283 0.288 -0.473 -0.70
O -3.348 1.130 -0.528 -0.77
C -5.304 -1.925 -0.605 -1.18
H -3.841 -4.956 -0.709 0.50
H -1.800 -3.575 -0.665 0.49
H -5.296 0.672 -0.316 0.49
H -6.279 -1.453 -0.582 0.49
```

Summary:
LUMO energy (eV): -6.554
E_HOMO (eV): -12.743
Charge: +2

---

Computed, not measured: a 9-piece molecular cluster, C36H61NO11 overall, with ωB97M-V/def2-TZVPD.

```
109
Properties=species:S:1:pos:R:3:mulliken_charge:R:1
C -3.242 0.695 4.591 -0.75
O -2.265 -0.048 3.855 -0.44
C -2.585 -0.137 2.481 -0.20
C -1.693 -1.173 1.806 -0.97
C -0.521 -0.583 0.994 -0.38
C -0.804 -0.627 -0.489 0.94
C -0.863 0.544 -1.244 -0.53
C -1.125 0.530 -2.615 -1.42
C -1.336 -0.698 -3.215 0.86
C -1.313 -1.868 -2.477 0.34
C -1.045 -1.857 -1.121 -0.28
C -1.624 -2.992 -3.426 -0.29
O -2.121 -4.040 -3.185 -0.51
N -1.288 -2.485 -4.751 -0.18
C -1.628 -1.075 -4.631 -0.09
O -2.112 -0.433 -5.504 -0.54
H -3.744 1.398 3.939 0.33
H -2.751 1.259 5.371 0.20
H -3.996 0.014 4.984 0.41
H -2.524 0.833 1.975 0.10
H -3.623 -0.470 2.388 0.39
H -1.329 -1.840 2.581 0.37
H -2.338 -1.770 1.171 0.48
H -0.426 0.461 1.277 -0.21
H 0.424 -1.066 1.225 0.42
H -0.716 1.501 -0.774 0.41
H -1.156 1.432 -3.205 0.58
H -1.011 -2.782 -0.564 0.72
H -0.273 -2.595 -4.800 0.18
C -5.012 -5.412 -3.516 -0.86
C -6.266 -6.178 -3.859 0.68
O -7.209 -6.233 -3.105 -0.56
C -6.287 -6.878 -5.199 -1.05
H -5.121 -4.958 -2.534 0.32
H -4.152 -6.082 -3.504 0.30
H -4.837 -4.629 -4.254 0.27
H -5.477 -7.607 -5.252 0.31
H -6.161 -6.151 -6.003 0.30
H -7.238 -7.390 -5.326 0.29
C -2.253 5.337 5.804 -1.13
C -3.314 4.897 4.827 0.86
O -3.436 3.738 4.492 -0.50
C -4.227 5.971 4.289 -1.22
H -1.669 4.477 6.119 0.20
H -1.590 6.065 5.336 0.30
H -2.722 5.791 6.679 0.46
H -3.640 6.724 3.760 0.33
H -4.764 6.450 5.108 0.36
H -4.944 5.527 3.602 0.30
C 2.350 -0.578 -7.330 -1.17
C 1.588 -1.835 -6.989 0.93
O 1.887 -2.516 -6.031 -0.58
C 0.431 -2.198 -7.882 -1.13
H 3.150 -0.429 -6.608 0.32
H 2.779 -0.660 -8.329 0.35
H 1.678 0.282 -7.304 0.31
H 0.761 -2.340 -8.912 0.43
H -0.313 -1.399 -7.855 0.29
H -0.025 -3.117 -7.521 0.29
C -2.657 4.879 -2.802 -1.28
C -3.029 3.871 -1.743 0.90
O -2.185 3.273 -1.113 -0.42
C -4.499 3.640 -1.503 -1.25
H -1.574 4.950 -2.874 0.30
H -3.062 4.572 -3.768 0.35
H -3.063 5.858 -2.544 0.39
H -4.975 3.283 -2.417 0.36
H -4.978 4.570 -1.194 0.38
H -4.627 2.895 -0.720 0.29
C -0.522 3.554 1.518 -0.42
C -0.126 4.086 2.866 0.66
O -0.100 5.276 3.096 -0.65
C 0.244 3.050 3.892 -0.66
H -0.764 4.372 0.845 0.35
H 0.310 2.984 1.101 0.32
H -1.393 2.902 1.611 -0.03
H 1.087 2.464 3.526 0.23
H -0.606 2.389 4.078 -0.04
H 0.530 3.538 4.823 0.31
C 5.443 0.873 2.925 -0.75
C 4.394 1.766 3.531 0.79
O 3.214 1.546 3.367 -0.53
C 4.873 2.944 4.345 -1.19
H 4.958 0.073 2.369 0.07
H 6.075 1.448 2.245 0.37
H 6.070 0.432 3.702 0.27
H 5.485 3.601 3.726 0.34
H 5.471 2.594 5.188 0.34
H 4.018 3.501 4.719 0.27
C 7.006 -2.857 2.442 -0.92
C 7.606 -2.513 3.782 0.82
O 7.777 -1.360 4.108 -0.55
C 7.965 -3.658 4.699 -1.17
H 6.791 -1.944 1.899 0.20
H 7.701 -3.466 1.860 0.38
H 6.076 -3.409 2.578 0.28
H 8.704 -4.302 4.220 0.33
H 7.075 -4.248 4.924 0.32
H 8.378 -3.268 5.626 0.31
C 2.851 -1.248 -0.665 -0.60
C 3.956 -2.217 -0.318 0.62
O 4.645 -2.065 0.665 -0.43
C 4.159 -3.384 -1.254 -1.19
H 2.810 -0.460 0.084 0.21
H 3.036 -0.804 -1.644 0.45
H 1.892 -1.768 -0.691 0.00
H 4.396 -3.023 -2.255 0.34
H 3.251 -3.987 -1.302 0.31
H 4.978 -4.001 -0.893 0.31
```

Summary:
LUMO energy (eV): 0.049
E_HOMO (eV): -9.208
SMILES: COCCCc1ccc2c(c1)C(=O)NC2=O.CC(C)=O.CC(C)=O.CC(C)=O.CC(C)=O.CC(C)=O.CC(C)=O.CC(C)=O.CC(C)=O

---

Computed, not measured: C52H44AuF5NP2S2SbSe as an isolated structure, with ωB97M-V/def2-TZVPD.

```
109
Properties=species:S:1:pos:R:3:mulliken_charge:R:1
Au 0.524 0.279 0.905 1.63
C -5.596 1.862 -5.268 -0.88
S -3.854 2.156 -4.908 0.05
C -3.868 1.932 -3.113 -0.37
C -2.686 2.687 -2.513 -0.72
C -2.406 2.355 -1.049 -1.46
N -2.339 0.863 -0.699 1.80
P -0.807 0.081 -1.092 -1.01
C -1.178 -1.597 -1.610 0.91
C -0.086 -2.438 -1.826 -0.82
C -0.297 -3.744 -2.233 -0.59
C -1.592 -4.216 -2.424 -0.81
C -2.678 -3.378 -2.216 -0.71
C -2.473 -2.067 -1.809 -0.02
C -0.082 0.853 -2.542 0.75
C -0.526 0.489 -3.818 -0.39
C 0.068 1.036 -4.941 -0.79
C 1.122 1.932 -4.798 -0.72
C 1.581 2.280 -3.536 -0.62
C 0.986 1.737 -2.403 -0.42
P -2.758 0.645 0.929 -0.87
C -4.384 1.355 1.147 0.77
C -4.727 1.869 2.397 -0.82
C -6.011 2.349 2.611 -0.79
C -6.941 2.320 1.581 -0.79
C -6.597 1.811 0.334 -1.06
C -5.320 1.328 0.110 0.06
C -2.827 -1.097 1.336 2.11
C -1.744 -1.827 1.828 0.26
C -1.891 -3.168 2.135 -0.91
C -3.126 -3.783 1.979 -0.84
C -4.216 -3.056 1.519 -0.87
C -4.077 -1.715 1.208 -1.03
H -5.706 1.904 -6.350 0.38
H -6.224 2.632 -4.823 0.28
H -5.913 0.876 -4.929 0.27
H -3.798 0.866 -2.876 -0.10
H -4.815 2.309 -2.721 0.41
H -2.880 3.762 -2.550 0.59
H -1.805 2.521 -3.120 0.15
H -3.225 2.762 -0.461 1.03
H -1.486 2.848 -0.718 0.23
H 0.927 -2.081 -1.674 0.39
H 0.550 -4.398 -2.399 0.52
H -1.752 -5.239 -2.742 0.41
H -3.685 -3.743 -2.376 0.48
H -3.321 -1.408 -1.661 0.27
H -1.345 -0.212 -3.935 0.53
H -0.293 0.770 -5.925 0.55
H 1.589 2.358 -5.678 0.46
H 2.400 2.977 -3.432 0.54
H 1.349 2.015 -1.417 0.40
H -4.007 1.898 3.203 0.21
H -6.282 2.747 3.579 0.47
H -7.941 2.699 1.749 0.44
H -7.328 1.786 -0.464 0.50
H -5.053 0.920 -0.857 0.70
H -0.778 -1.360 1.980 -0.28
H -1.043 -3.725 2.512 0.55
H -3.246 -4.829 2.234 0.46
H -5.183 -3.531 1.410 0.49
H -4.938 -1.161 0.858 0.41
F 0.109 -0.344 7.577 -0.27
C -0.206 0.115 6.388 0.68
C 0.659 0.961 5.715 0.36
F 1.811 1.306 6.262 -0.29
C 0.314 1.432 4.466 -0.10
F 1.178 2.235 3.838 -0.35
C -0.876 1.077 3.846 0.51
Se -1.131 1.837 2.090 -0.02
C -1.741 0.260 4.557 -0.19
F -2.945 -0.058 4.084 -0.47
C -1.413 -0.233 5.807 0.30
F -2.258 -1.016 6.453 -0.27
S 2.053 -1.496 1.433 -0.65
Sb 4.131 -0.702 0.734 1.59
C 4.479 -1.607 -1.108 0.65
C 5.168 -2.817 -1.144 -0.63
C 5.363 -3.453 -2.363 -0.65
C 4.880 -2.879 -3.531 -0.65
C 4.190 -1.673 -3.490 -0.63
C 3.985 -1.031 -2.277 -0.26
C 5.490 -1.293 2.190 0.65
C 5.413 -2.598 2.673 -0.57
C 6.271 -2.989 3.690 -0.76
C 7.180 -2.082 4.221 -0.47
C 7.244 -0.782 3.740 -0.67
C 6.398 -0.380 2.715 -0.43
C 4.065 1.370 0.509 0.55
C 4.631 1.985 -0.605 -0.77
C 4.508 3.361 -0.758 -0.64
C 3.832 4.110 0.195 -0.63
C 3.289 3.494 1.317 -0.54
C 3.404 2.121 1.479 -0.91
H 5.559 -3.268 -0.239 0.36
H 5.899 -4.393 -2.400 0.44
H 5.042 -3.374 -4.480 0.42
H 3.820 -1.228 -4.405 0.46
H 3.418 -0.106 -2.253 0.36
H 4.684 -3.301 2.286 0.40
H 6.228 -4.000 4.072 0.40
H 7.840 -2.390 5.021 0.40
H 7.953 -0.080 4.160 0.41
H 6.455 0.635 2.338 0.42
H 5.191 1.416 -1.337 0.50
H 4.950 3.846 -1.619 0.50
H 3.748 5.183 0.076 0.44
H 2.791 4.086 2.075 0.51
H 2.993 1.646 2.362 0.68
```

Summary:
LUMO energy (eV): -5.236
E_HOMO (eV): -12.300
Charge: +2

---

Computed, not measured: one molecule with the formula ClH3NPS, with ωB97M-V/def2-TZVPD.

```
7
Properties=species:S:1:pos:R:3:mulliken_charge:R:1
N -0.324 -0.087 -0.483 -0.44
P 1.124 -0.629 0.395 0.25
S -2.132 -0.373 0.013 -0.07
Cl 3.068 0.320 0.011 -0.28
H -0.164 -0.523 -1.397 0.28
H 0.843 0.318 1.432 0.08
H -2.415 0.974 0.028 0.18
```

Summary:
LUMO energy (eV): -0.933
E_HOMO (eV): -9.128
SMILES: SNPCl

---

Computed, not measured: C3H5F6NO4S2Tc as an isolated structure, with ωB97M-V/def2-TZVPD.

```
22
Properties=species:S:1:pos:R:3:mulliken_charge:R:1
Tc 1.710 -0.801 0.172 1.08
C 3.271 -2.113 -0.087 -0.75
H 2.887 -2.948 -0.728 0.40
H 4.168 -1.648 -0.554 0.39
H 3.545 -2.475 0.928 0.35
H 2.614 -0.129 1.431 0.44
H 1.880 0.322 1.478 0.17
F -0.308 3.738 -1.493 -0.15
C -1.099 2.720 -1.102 0.68
F -2.275 3.223 -0.684 -0.15
F -1.323 1.906 -2.150 -0.16
S -0.262 1.746 0.265 0.86
O 0.633 0.825 -0.495 -0.60
O 0.366 2.626 1.205 -0.45
N -1.494 0.968 0.894 -0.33
S -1.517 -0.607 1.030 1.19
O -0.152 -1.187 0.895 -0.71
O -2.237 -1.050 2.182 -0.42
C -2.439 -1.172 -0.504 0.67
F -3.632 -0.555 -0.613 -0.16
F -1.712 -0.883 -1.605 -0.19
F -2.625 -2.506 -0.466 -0.16
```

Summary:
LUMO energy (spin up / spin down) (eV): -13.482 / -13.739
E_HOMO (spin up / spin down) (eV): -19.482 / -19.454
Charge: +2
Multiplicity: 4

---

Computed, not measured: C35H46N2O3P2PtS2Si2 as an isolated structure, with ωB97M-V/def2-TZVPD.

```
93
Properties=species:S:1:pos:R:3:mulliken_charge:R:1
Pt 0.124 0.006 -0.971 2.30
C -4.951 -2.663 -0.345 -1.54
C -4.137 -1.683 -1.160 0.25
O -3.774 -0.599 -0.289 -0.38
P -3.369 0.840 -0.915 0.84
S -1.876 0.650 -2.240 -0.63
S -3.294 2.090 0.582 -0.46
O -4.609 1.159 -1.913 -0.41
C -5.805 1.788 -1.448 -0.42
C -6.676 0.853 -0.632 -0.85
H -5.218 -3.528 -0.956 0.39
H -5.868 -2.193 0.015 0.39
H -4.380 -3.009 0.516 0.21
H -4.721 -1.295 -1.998 0.59
H -3.234 -2.139 -1.567 -0.04
H -6.323 2.109 -2.353 0.35
H -5.539 2.669 -0.862 0.34
H -6.919 -0.047 -1.200 0.21
H -7.609 1.357 -0.368 0.47
H -6.166 0.562 0.287 0.14
C 1.674 4.751 -1.844 -1.13
Si 0.530 3.571 -0.906 -0.32
C -1.089 3.870 -1.770 -0.85
C 0.309 4.081 0.889 -0.76
N 1.155 1.924 -0.980 -0.01
C 2.490 1.722 -0.951 0.14
C 3.433 2.661 -0.445 -0.48
C 4.781 2.416 -0.442 -1.17
C 5.278 1.200 -0.946 -1.02
C 4.414 0.247 -1.410 -0.32
C 3.002 0.443 -1.424 1.14
N 2.117 -0.457 -1.852 -0.24
Si 2.353 -1.899 -2.804 -0.02
C 4.034 -2.061 -3.658 -1.53
C 1.141 -1.846 -4.225 -0.88
C 2.233 -3.420 -1.712 -0.48
H 1.260 5.761 -1.769 0.35
H 1.650 4.470 -2.901 0.28
H 2.716 4.787 -1.535 0.46
H -1.237 4.956 -1.722 0.34
H -1.936 3.389 -1.290 -0.05
H -1.061 3.571 -2.818 0.26
H -0.010 5.123 0.965 0.52
H 1.207 3.951 1.498 0.33
H -0.481 3.456 1.318 0.04
H 3.063 3.578 -0.007 0.54
H 5.462 3.150 -0.027 0.35
H 6.343 1.003 -0.933 0.35
H 4.802 -0.702 -1.743 0.32
H 4.340 -1.140 -4.158 0.42
H 3.913 -2.830 -4.429 0.38
H 4.843 -2.386 -3.002 0.37
H 1.557 -1.230 -5.027 0.28
H 0.185 -1.432 -3.911 0.15
H 0.956 -2.847 -4.624 0.37
H 3.098 -3.446 -1.043 0.25
H 2.252 -4.326 -2.325 0.39
H 1.334 -3.454 -1.098 0.00
O -0.929 -2.430 -2.036 -0.66
C -0.668 -1.817 -1.020 -0.52
C -1.006 -2.522 0.292 0.36
C -1.645 -3.759 0.283 -0.21
C -1.970 -4.373 1.479 -0.68
C -1.652 -3.762 2.690 -0.72
C -0.990 -2.545 2.700 -0.33
C -0.666 -1.927 1.495 -0.19
P 0.297 -0.401 1.319 0.95
C -0.298 0.614 2.722 0.72
C 0.546 1.415 3.491 -0.56
C 0.032 2.207 4.507 -0.64
C -1.331 2.210 4.768 -0.63
C -2.177 1.424 4.001 -0.84
C -1.667 0.637 2.981 -0.95
C 1.958 -0.950 1.871 1.07
C 2.257 -2.264 2.225 -0.74
C 3.556 -2.628 2.555 -0.82
C 4.575 -1.688 2.536 -0.83
C 4.293 -0.380 2.169 -1.14
C 3.000 -0.021 1.826 -0.49
H -1.884 -4.206 -0.674 0.48
H -2.481 -5.329 1.476 0.37
H -1.914 -4.241 3.625 0.41
H -0.720 -2.074 3.638 0.55
H 1.611 1.421 3.310 0.31
H 0.701 2.826 5.092 0.42
H -1.732 2.830 5.560 0.35
H -3.245 1.439 4.175 0.42
H -2.344 0.060 2.365 0.82
H 1.481 -3.017 2.231 0.34
H 3.770 -3.655 2.823 0.41
H 5.588 -1.977 2.791 0.38
H 5.080 0.360 2.114 0.46
H 2.808 0.991 1.495 0.61
```

Summary:
LUMO energy (spin up / spin down) (eV): 2.564 / 1.745
E_HOMO (spin up / spin down) (eV): -3.719 / -4.283
Charge: -1
Multiplicity: 2

---

Computed, not measured: a 2-piece molecular cluster, Cl5HOSi2 overall, with ωB97M-V/def2-TZVPD.

```
9
Properties=species:S:1:pos:R:3:mulliken_charge:R:1
O -0.169 0.689 -1.498 -0.37
Si -0.150 2.072 -0.850 0.53
Si 0.172 -1.701 0.637 0.85
Cl -1.474 2.560 0.563 -0.14
Cl -1.657 -0.797 0.477 -0.17
Cl 1.485 -0.087 1.066 -0.25
Cl 0.246 -3.116 2.086 -0.20
Cl 0.803 -2.744 -1.055 -0.20
H 0.744 3.123 -1.425 -0.04
```

Summary:
LUMO energy (eV): -0.333
E_HOMO (eV): -10.589
SMILES: Cl[Si](Cl)(Cl)Cl.O=[SiH]Cl